Formula: C5H13NO2
Source: the OMol25 dataset
Level of theory: wB97M-V/def2-TZVPD

The geometry in ORCA input format:
```
! RIJCOSX wB97M-V def2-TZVPD def2/J DEFGRID3
* xyz 0 1
C -0.177 2.269 2.671
C -0.198 2.064 1.105
N 0.057 0.606 0.953
C 1.531 0.310 0.987
C -0.576 -0.016 -0.407
C -0.587 -1.538 -0.237
O -0.861 -2.181 -1.249
H -0.097 3.235 3.207
H -1.079 1.790 3.232
H 0.813 1.778 3.087
H -1.124 2.303 0.704
H 0.453 2.833 0.628
H 2.054 0.115 1.925
H 1.687 -0.694 0.536
H 1.953 1.042 0.472
H -0.001 0.326 -1.224
H -1.672 0.406 -0.462
H -0.332 -1.981 0.778
H -0.126 -0.938 -3.097
H 0.173 -2.287 -2.968
O 0.478 -1.656 -3.527
*
```

Computed properties:
Orbital gap (hartree): 0.3567
Highest occupied orbital energy (eV): -9.261
E (eV): -10977.95238
E_LUMO (eV): 0.4
SMILES: CCN(C)CC=O.O


Formula: C5H13NO2
Source: the OMol25 dataset
Level of theory: wB97M-V/def2-TZVPD

The geometry in ORCA input format:
```
! RIJCOSX wB97M-V def2-TZVPD def2/J DEFGRID3
* xyz 0 1
C -0.515 0.036 0.314
C 0.290 -0.493 -0.717
C -0.371 -0.435 1.723
C -1.477 1.148 0.045
C 0.257 -0.103 -2.155
N 2.420 0.770 0.864
O 1.336 1.068 0.052
O -1.371 -1.575 -0.615
H -1.163 -2.353 -0.079
H 1.013 -1.247 -0.432
H 2.883 -0.080 0.544
H 2.115 0.629 1.827
H -2.196 0.839 -0.713
H -1.340 -0.768 2.095
H -0.050 0.402 2.350
H 0.346 -1.249 1.823
H -2.019 1.427 0.948
H -0.925 2.016 -0.318
H 1.170 0.442 -2.398
H -0.599 0.525 -2.390
H 0.196 -1.002 -2.767
*
```

Computed properties:
Orbital gap (alpha / beta) (hartree): 0.2988 / 0.2988
Highest occupied orbital energy (alpha / beta) (eV): -7.529 / -7.527
E (eV): -10975.70171
E_LUMO (alpha / beta) (eV): 0.6 / 0.6


Formula: C5H13NO2
Source: the OMol25 dataset
Level of theory: wB97M-V/def2-TZVPD

The geometry in ORCA input format:
```
! RIJCOSX wB97M-V def2-TZVPD def2/J DEFGRID3
* xyz 0 1
C 0.397 -2.633 0.572
N 0.264 -1.562 -0.321
C 0.436 -0.216 0.189
C 0.533 0.872 -1.035
C -0.730 1.347 -1.669
O 1.319 1.845 -0.394
C -0.582 0.244 1.279
O -0.130 1.321 2.107
H 0.058 -2.574 1.614
H 1.495 -2.829 0.641
H -0.196 -3.567 0.235
H -0.636 -1.652 -0.703
H 1.392 -0.303 0.746
H 1.080 0.357 -1.837
H -1.288 1.803 -0.774
H -1.202 0.545 -2.186
H -0.671 2.234 -2.329
H 0.826 2.665 -0.660
H -1.605 0.560 1.063
H -0.760 -0.598 1.917
H -0.001 2.141 1.545
*
```

Computed properties:
Orbital gap (hartree): 0.3498
Highest occupied orbital energy (eV): -8.769
E (eV): -10978.91745
E_LUMO (eV): 0.7
SMILES: CN[C@H](CO)[C@@H](C)O


Formula: C5H13NO2S
Source: the OMol25 dataset
Level of theory: wB97M-V/def2-TZVPD

The geometry in ORCA input format:
```
! RIJCOSX wB97M-V def2-TZVPD def2/J DEFGRID3
* xyz 0 1
C 1.111 -1.209 -0.256
C 1.131 0.218 -0.742
O 1.920 0.618 -1.561
O 0.324 1.092 -0.058
C -1.089 1.116 -0.471
C -1.911 -0.032 0.105
C -2.023 -1.199 -0.883
S -3.278 -0.849 -2.114
H 2.129 -1.615 -0.313
H 0.720 -1.280 0.760
H 0.437 -1.767 -0.922
H -1.460 2.096 -0.157
H -1.132 1.078 -1.562
H -2.888 0.368 0.436
H -1.407 -0.399 1.013
H -2.374 -2.094 -0.355
H -2.544 -0.613 -3.216
N 2.472 0.895 2.066
H 2.888 -0.037 2.026
H 1.826 1.002 1.267
H 1.944 1.005 2.932
H 3.202 1.606 2.007
*
```

Computed properties:
Orbital gap (hartree): 0.1158
Highest occupied orbital energy (eV): -4.769
E (eV): -21811.28000
E_LUMO (eV): -1.6


Formula: C5H13NO3
Source: the OMol25 dataset
Level of theory: wB97M-V/def2-TZVPD

The geometry in ORCA input format:
```
! RIJCOSX wB97M-V def2-TZVPD def2/J DEFGRID3
* xyz 0 1
C -1.292 -0.030 0.193
C -0.016 0.690 -0.236
C 0.960 -0.308 -1.044
C 0.741 1.377 0.906
C 2.028 -1.044 -0.242
N -2.130 0.928 0.986
O -1.037 -1.131 0.998
O -2.097 -0.427 -0.867
O 0.195 -1.260 -1.792
H -1.511 -0.904 1.815
H -1.479 -0.730 -1.564
H 0.086 -2.055 -1.230
H -0.298 1.449 -0.976
H 1.479 0.310 -1.787
H -3.043 0.472 1.021
H -2.316 1.720 0.371
H 1.675 1.818 0.544
H 0.152 2.194 1.334
H 0.978 0.677 1.713
H 2.762 -0.355 0.185
H 1.588 -1.646 0.559
H 2.573 -1.745 -0.886
*
```

Computed properties:
Orbital gap (hartree): 0.3930
Highest occupied orbital energy (eV): -9.846
E (eV): -13028.58112
E_LUMO (eV): 0.8
SMILES: C[C@@H](O)[C@H](C)C(N)(O)O


Formula: C5H13NO3
Source: the OMol25 dataset
Level of theory: wB97M-V/def2-TZVPD

The geometry in ORCA input format:
```
! RIJCOSX wB97M-V def2-TZVPD def2/J DEFGRID3
* xyz 0 1
C 0.178 -1.704 -0.234
C -1.548 1.186 0.073
C -0.092 0.801 -1.814
C -0.201 -2.155 1.131
N -0.337 0.523 -0.400
H 1.036 -2.184 -0.680
H -0.644 -1.640 -0.937
H 0.840 0.329 -2.116
H -0.911 0.388 -2.405
H -1.762 0.886 1.094
H -2.380 0.900 -0.575
H -1.441 2.278 0.043
H -0.023 1.877 -2.004
H -0.622 -3.166 1.035
H 0.663 -2.189 1.789
H -0.955 -1.513 1.580
C 0.904 0.679 0.418
O 0.443 0.761 1.756
O 1.560 1.910 0.116
O 1.670 -0.366 0.151
H 2.380 1.655 -0.321
H 1.240 0.744 2.298
*
```

Computed properties:
Orbital gap (alpha / beta) (hartree): 0.3343 / 0.3344
Highest occupied orbital energy (alpha / beta) (eV): -8.669 / -8.669
E (eV): -13025.68537
E_LUMO (alpha / beta) (eV): 0.4 / 0.4


Formula: C5H13NO3
Source: the OMol25 dataset
Level of theory: wB97M-V/def2-TZVPD

The geometry in ORCA input format:
```
! RIJCOSX wB97M-V def2-TZVPD def2/J DEFGRID3
* xyz 0 1
C 0.247 0.721 -0.355
N 1.170 0.506 -1.467
C 0.661 -0.121 -2.569
O 1.298 -0.916 -3.233
C -0.233 -0.558 0.321
C 0.628 -1.111 1.459
C 0.962 -0.069 2.511
O -0.145 0.720 2.894
H 0.711 1.355 0.406
H -0.577 1.361 -0.678
H 2.095 0.163 -1.253
H -0.367 0.109 -2.877
H -0.563 -1.304 -0.416
H -1.273 -0.434 0.639
H 1.503 -1.513 0.940
H 0.110 -1.946 1.933
H 1.337 -0.522 3.421
H 1.774 0.536 2.135
H -0.850 0.635 2.255
H -4.121 0.278 0.199
H -3.316 0.224 -1.008
O -3.435 0.803 -0.241
*
```

Computed properties:
Orbital gap (hartree): 0.3725
Highest occupied orbital energy (eV): -9.800
E (eV): -13027.84096
E_LUMO (eV): 0.3
SMILES: O=CNCCCCO.O


Formula: C5H13NO3P
Source: the OMol25 dataset
Level of theory: wB97M-V/def2-TZVPD

The geometry in ORCA input format:
```
! RIJCOSX wB97M-V def2-TZVPD def2/J DEFGRID3
* xyz -1 1
C -2.302 -0.626 1.052
C -0.081 -0.668 -1.154
C -1.171 0.411 1.008
C 0.003 -0.025 0.171
C 1.681 1.524 -0.041
N 2.492 1.344 -1.245
O 2.096 0.836 2.697
O 3.360 -0.450 0.829
O 4.017 1.938 1.265
P 2.841 1.083 1.398
H -1.823 -1.560 1.328
H -2.599 -0.850 0.009
H -3.138 -0.361 1.745
H -0.243 0.149 -1.913
H -1.071 -1.257 -1.290
H 0.809 -1.262 -1.376
H -0.632 0.678 1.977
H -1.502 1.350 0.695
H 0.610 -0.702 0.704
H 0.948 2.333 -0.091
H 3.326 0.861 -0.834
H 2.849 -1.007 1.401
H 1.972 1.029 -2.105
*
```

Computed properties:
Orbital gap (hartree): 0.2678
Highest occupied orbital energy (eV): -3.810
E (eV): -22318.46665
E_LUMO (eV): 3.5


Calculated ΔE to the lowest compared entry with this formula, charge and spin in order - 3.927; 6.177; 2.962; 5.238; 0.650; 3.546; 1.390; 2.718 eV